[1]
{"formula": "C5H12N2", "method": "wB97M-V/def2-TZVPD", "symbols": ["C", "C", "N", "C", "C", "C", "N", "H", "H", "H", "H", "H", "H", "H", "H", "H", "H", "H", "H"], "positions_angstrom": [[-1.6589, -1.3317, 1.2110], [-0.8070, -0.3217, 1.1127], [-0.0512, 0.1806, 2.2183], [-0.6308, 0.4172, -0.2013], [0.8005, 0.2471, -0.7610], [0.8129, -0.8604, -1.8094], [1.2069, 1.5398, -1.3242], [-1.7712, -1.9104, 2.0995], [-2.1197, -1.8067, 0.3552], [-0.6686, 0.6741, 2.8525], [0.6368, 0.8443, 1.8846], [-0.8680, 1.4727, -0.1231], [-1.3542, -0.0852, -0.8484], [1.4394, -0.0199, 0.0814], [1.8466, -1.0135, -2.1326], [0.4759, -1.8056, -1.3783], [0.2074, -0.6295, -2.6872], [2.2166, 1.5838, -1.4441], [0.7667, 1.7064, -2.2224]], "atomic_forces_ev_per_a": [[0.319, -0.747, -0.152], [-0.065, 0.871, -0.294], [-0.360, -0.024, -0.212], [-0.041, -1.395, 0.227], [-1.173, 0.505, -0.686], [0.774, -0.437, 0.428], [0.729, 0.094, 0.464], [0.045, -0.075, 0.751], [-0.208, 0.555, -0.206], [0.141, -0.127, 0.183], [-0.055, 0.093, 0.103], [-0.051, 0.130, 0.208], [0.073, 0.446, -0.384], [0.354, 0.133, -0.207], [-0.072, -0.065, -0.169], [-0.120, -0.006, -0.052], [-0.084, 0.156, 0.131], [-0.265, -0.014, -0.181], [0.062, -0.093, 0.048]], "smiles": "C=C(N)C[C@@H](C)N", "e_homo_ev": -8.65, "e_above_lowest_ev": 0.9838, "molar_mass_g_mol": 100.165, "multiplicity": 1}

[2]
{"formula": "C5H12N2", "method": "wB97M-V/def2-TZVPD", "symbols": ["N", "C", "C", "N", "H", "H", "H", "H", "H", "H", "C", "C", "C", "H", "H", "H", "H", "H", "H"], "positions_angstrom": [[-0.2033, 1.9842, 0.7317], [-0.0383, 1.5286, -0.5889], [0.1405, 2.2872, -1.6989], [0.2574, 1.6808, -2.9924], [0.6243, 2.0926, 1.3491], [-0.8279, 1.2940, 1.1757], [-0.0207, 0.4681, -0.6248], [0.1712, 3.3644, -1.6670], [1.0747, 2.0179, -3.4940], [-0.5876, 1.9280, -3.5385], [-1.2054, -2.4666, 0.5370], [0.0220, -1.9397, 0.7620], [0.7246, -1.8445, 2.0681], [-1.5445, -2.6803, -0.4762], [-1.9321, -2.6426, 1.3488], [0.6025, -1.6416, -0.1061], [0.8971, -0.7806, 2.3462], [0.0997, -2.3414, 2.8241], [1.7455, -2.3085, 2.0439]], "atomic_forces_ev_per_a": [[-0.553, 0.110, 1.461], [1.089, 1.280, -1.323], [-0.143, -1.117, 1.302], [-0.743, -0.030, -0.295], [-0.647, -0.133, -1.072], [0.560, 0.690, 0.082], [-0.183, -0.904, -0.895], [-0.052, 0.325, 0.408], [-0.249, 0.031, 0.053], [0.899, -0.248, 0.263], [0.790, 0.737, 0.541], [-1.019, -0.999, -0.859], [0.252, 0.472, 0.592], [-0.011, 0.382, 0.218], [0.642, -0.280, -0.349], [0.060, -0.200, -0.090], [-0.148, -0.586, -0.003], [0.430, 0.259, 0.054], [-0.975, 0.211, -0.090]], "smiles": "N/C=C/N.C=CC", "e_homo_ev": -8.62, "e_above_lowest_ev": 2.3346, "molar_mass_g_mol": 100.165, "multiplicity": 1}

[3]
{"formula": "C5H12N2", "method": "wB97M-V/def2-TZVPD", "symbols": ["C", "C", "N", "C", "C", "C", "N", "H", "H", "H", "H", "H", "H", "H", "H", "H", "H", "H", "H"], "positions_angstrom": [[1.1951, -0.6799, 1.5547], [1.0259, -0.3780, 0.0529], [2.2535, -0.2279, -0.6733], [0.2156, 0.9687, -0.0667], [-1.1924, 0.7912, 0.4464], [-2.1889, 0.1425, -0.1738], [-2.2473, -0.2125, -1.5054], [1.3222, -1.7012, 1.8992], [0.3582, -0.2913, 2.1409], [1.9190, 0.0588, 1.9362], [0.3626, -1.1689, -0.3446], [2.2215, 0.4238, -1.4356], [2.6713, -1.0893, -1.0035], [0.8333, 1.6782, 0.4951], [0.2011, 1.3182, -1.1082], [-1.3704, 1.2574, 1.4070], [-2.9865, -0.3192, 0.3959], [-1.4898, 0.0011, -2.1332], [-3.1039, -0.5718, -1.8839]], "atomic_forces_ev_per_a": [[0.006, 1.780, 0.487], [-1.902, 0.053, 0.185], [1.045, -0.358, 0.159], [0.235, -0.686, -0.367], [0.400, 0.548, 0.302], [0.338, -0.188, -0.105], [0.445, -0.335, 0.050], [0.567, -0.063, -0.346], [-0.663, -0.429, -0.465], [0.704, -0.858, -0.125], [0.236, 0.143, -0.187], [-0.270, 0.125, -0.175], [-0.126, 0.065, 0.173], [-0.504, 0.263, 0.019], [0.218, -0.148, -0.035], [-0.235, -0.715, 0.298], [-0.453, 0.797, 0.093], [-0.257, 0.024, 0.050], [0.215, -0.017, -0.011]], "smiles": "C[C@H](N)C/C=C\\N", "e_homo_ev": -7.73, "e_above_lowest_ev": 1.4049, "molar_mass_g_mol": 100.165, "multiplicity": 1}

In eV, the E_LUMO values for the records above are, in order, 1.08, 1.03, 1.00.